(1)
Molecular formula: C27H50OP2Pm
Method: DFT, wB97M-V/def2-TZVPD

Each line ends with the Löwdin charge.
Atoms and positions in Å:
Pm: -0.42 0.11 -0.21  1.423
C: -0.83 -2.17 1.02  -0.347
C: 0.52 -2.23 0.55  -0.353
C: 0.43 -0.69 2.27  -0.306
C: -0.88 -1.21 2.07  -0.327
C: 1.30 -1.30 1.32  -0.323
C: -1.97 -3.02 0.58  -0.043
H: -1.72 -3.59 -0.32  0.070
H: -2.87 -2.43 0.37  0.079
H: -2.23 -3.74 1.37  0.102
C: -2.06 -0.86 2.91  -0.025
H: -2.96 -1.37 2.55  0.079
H: -2.25 0.22 2.91  0.074
H: -1.90 -1.16 3.96  0.100
C: 0.81 0.27 3.33  -0.021
H: 0.65 -0.16 4.34  0.100
H: 0.20 1.19 3.28  0.065
H: 1.86 0.54 3.26  0.078
C: 2.77 -1.09 1.24  -0.049
H: 3.30 -1.65 2.04  0.101
H: 3.02 -0.03 1.37  0.070
H: 3.17 -1.43 0.28  0.067
C: 1.06 -3.16 -0.48  -0.045
H: 1.49 -4.06 -0.02  0.101
H: 1.86 -2.70 -1.07  0.069
H: 0.28 -3.49 -1.17  0.066
C: -1.98 0.97 -6.39  -0.130
C: -2.05 -0.35 -6.65  -0.142
C: -1.15 -1.09 -7.60  -0.181
C: 0.25 -0.49 -7.82  -0.186
C: 0.95 0.05 -6.61  -0.115
C: 1.01 1.36 -6.28  -0.154
C: 0.11 2.43 -6.82  -0.177
C: -1.30 1.97 -7.27  -0.176
H: -1.64 -1.18 -8.59  0.126
H: 0.21 0.28 -8.60  0.110
H: -1.05 -2.13 -7.24  0.114
H: -1.24 1.56 -8.29  0.110
H: -2.58 1.41 -5.59  0.079
H: -2.88 -0.94 -6.26  0.116
H: -1.94 2.87 -7.31  0.125
H: 0.00 3.21 -6.05  0.109
H: 1.82 1.73 -5.66  0.103
H: 0.58 2.93 -7.68  0.126
H: 0.89 -1.31 -8.21  0.123
H: 1.53 -0.69 -6.05  0.109
P: -1.32 0.05 -2.80  0.787
P: 1.72 1.45 -1.61  0.790
C: -0.28 1.33 -3.68  -0.403
C: 0.66 2.27 -2.91  -0.376
H: -0.98 1.91 -4.30  0.069
H: 0.32 0.71 -4.36  0.039
H: 1.36 2.75 -3.61  0.081
H: 0.09 3.08 -2.43  0.079
C: 2.36 2.88 -0.68  -0.243
H: 3.06 2.51 0.07  0.049
H: 1.54 3.39 -0.16  0.034
H: 2.86 3.57 -1.36  0.059
C: 3.15 0.72 -2.48  -0.251
H: 3.63 1.44 -3.14  0.055
H: 2.82 -0.16 -3.04  0.043
H: 3.86 0.38 -1.72  0.047
C: -3.03 0.71 -2.90  -0.238
H: -3.69 -0.03 -2.42  0.052
H: -3.34 0.88 -3.94  0.031
H: -3.08 1.64 -2.31  0.046
C: -1.19 -1.47 -3.79  -0.243
H: -0.19 -1.91 -3.67  0.051
H: -1.36 -1.27 -4.85  0.000
H: -1.93 -2.18 -3.43  0.057
C: -2.18 3.87 -0.07  -0.056
C: -1.30 3.23 1.00  -0.546
C: -1.91 3.31 2.38  -0.050
O: -1.05 1.89 0.65  -0.443
H: -3.18 3.42 -0.03  0.086
H: -1.77 3.71 -1.07  0.054
H: -2.28 4.95 0.09  0.090
H: -0.33 3.75 1.00  0.119
H: -2.93 2.91 2.35  0.087
H: -1.33 2.74 3.11  0.063
H: -1.97 4.34 2.74  0.088

molar mass = 597.64 Da
multiplicity = 5
energy above the lowest of the compared OMol25 structures with the same formula, charge and spin = 0.00 kJ/mol
LUMO (alpha / beta) = -2.65 / -2.51 eV
total charge = +1

(2)
Molecular formula: C27H51Br3N2O7PS2
Method: DFT, wB97M-V/def2-TZVPD

Each line ends with the Löwdin charge.
Atoms and positions in Å:
C: 2.54 1.58 1.33  0.191
C: 1.28 1.97 1.15  -0.176
N: -0.18 2.03 0.76  -0.180
C: -0.67 3.36 1.31  -0.367
S: 0.67 4.28 2.29  0.867
C: -0.36 5.27 3.53  -0.505
C: 0.54 6.15 4.55  -0.149
C: -0.25 1.99 -0.75  -0.223
P: 0.94 3.19 -1.66  0.748
N: 2.46 2.63 -1.76  -0.175
O: 1.06 4.75 -0.96  -0.199
O: 0.42 3.42 -3.30  -0.211
C: -0.05 0.57 -1.46  -0.273
C: -0.98 0.60 -2.82  -0.122
C: -0.24 -0.11 -4.09  -0.168
C: -1.04 -1.46 -4.58  -0.194
C: -0.04 -2.71 -4.93  -0.190
C: -0.47 -3.96 -3.98  -0.226
C: 0.22 -5.36 -4.37  -0.253
C: 1.51 -5.65 -3.44  -0.133
O: -0.39 -0.63 -0.77  -0.105
C: -0.55 -0.58 0.66  -0.218
C: 0.74 -1.32 1.33  -0.106
C: 1.90 -1.68 0.22  -0.156
C: 1.64 -3.06 -0.57  -0.184
O: 2.17 -2.86 -1.94  -0.294
C: 3.61 -3.00 -1.96  -0.138
C: -0.97 0.83 1.32  -0.252
C: -2.58 0.98 1.02  -0.080
C: -3.25 0.57 -0.20  0.046
C: -0.89 0.77 2.96  -0.118
C: -1.66 -0.48 3.61  -0.169
C: -3.19 -0.13 4.10  -0.206
C: -3.81 -1.38 4.99  -0.194
S: -5.43 -1.90 4.15  0.741
O: -6.25 -2.70 5.14  -0.331
O: -5.08 -2.64 2.88  -0.361
O: -6.38 -0.56 3.71  -0.210
H: 3.67 1.36 1.18  0.041
H: -1.56 3.31 2.02  0.097
H: -1.03 4.00 0.39  0.114
H: -1.11 5.90 2.90  0.083
H: -1.01 4.47 4.08  0.078
H: 0.23 7.26 4.39  0.092
H: 0.19 5.88 5.63  0.092
H: 1.66 5.95 4.38  0.076
H: -1.32 2.37 -1.03  0.141
H: 2.73 2.50 -2.75  -0.003
H: 0.28 5.33 -1.21  0.105
H: 0.95 2.84 -3.91  0.077
H: 1.04 0.44 -1.87  0.136
H: -1.89 -0.09 -2.57  0.110
H: -1.42 1.63 -3.05  0.103
H: 0.87 -0.36 -3.92  0.107
H: -0.30 0.61 -5.01  0.114
H: -1.65 -1.19 -5.52  0.114
H: -1.79 -1.85 -3.80  0.095
H: 1.07 -2.42 -4.86  0.107
H: -0.33 -3.03 -6.01  0.116
H: -0.28 -3.72 -2.85  0.098
H: -1.63 -4.11 -4.06  0.114
H: 0.47 -5.49 -5.48  0.108
H: -0.57 -6.19 -4.12  0.109
H: 2.32 -4.86 -3.75  0.074
H: 1.22 -5.35 -2.35  0.068
H: 1.90 -6.73 -3.46  0.078
H: -1.45 -1.30 0.89  0.164
H: 0.41 -2.34 1.79  0.131
H: 1.27 -0.71 2.14  0.089
H: 2.86 -1.85 0.87  0.120
H: 2.16 -0.78 -0.46  0.111
H: 0.53 -3.34 -0.70  0.124
H: 2.27 -3.94 -0.13  0.140
H: 3.96 -4.10 -1.86  0.103
H: 4.02 -2.62 -2.98  0.111
H: 4.17 -2.40 -1.15  0.090
H: -3.20 1.49 1.84  0.112
H: -3.62 1.35 -1.00  0.104
H: -3.44 -0.54 -0.42  0.103
H: -1.33 1.72 3.46  0.118
H: 0.21 0.71 3.34  0.122
H: -1.10 -0.72 4.61  0.136
H: -1.64 -1.46 3.01  0.115
H: -3.17 0.80 4.80  0.130
H: -3.91 -0.01 3.21  0.075
H: -3.07 -2.26 5.08  0.130
H: -4.06 -0.96 6.03  0.117
H: -6.41 -0.53 2.71  0.106
C: 7.05 2.56 0.88  -1.599
Br: 6.48 0.90 1.72  0.564
Br: 7.79 2.25 -0.88  0.576
Br: 5.63 3.88 0.85  0.561
H: 7.85 2.96 1.50  -0.024

molar mass = 850.53 Da
LUMO = -4.24 eV
total charge = +1

(3)
Molecular formula: C27H51CeN2O2P3
Method: DFT, wB97M-V/def2-TZVPD

Each line ends with the Löwdin charge.
Atoms and positions in Å:
Ce: 0.43 -0.52 -0.65  0.471
P: -1.35 -2.25 -0.26  0.697
P: 1.82 -1.36 1.34  0.681
P: 1.82 -2.07 -2.21  0.710
H: -0.27 5.79 -7.88  0.053
C: -0.34 4.90 -8.51  -0.101
C: -1.52 4.36 -8.83  -0.078
H: -2.47 4.80 -8.47  0.057
C: -2.84 -1.57 0.47  -0.187
C: -1.03 -3.68 0.77  -0.202
C: -1.90 -2.94 -1.83  -0.195
C: 3.38 -0.47 1.37  -0.208
C: 1.08 -1.03 2.92  -0.221
C: 2.23 -3.08 1.44  -0.206
C: 1.21 -1.87 -3.89  -0.198
C: 2.00 -3.82 -1.98  -0.221
C: 3.52 -1.46 -2.31  -0.208
H: 0.60 4.47 -8.88  0.051
H: -1.60 3.47 -9.47  0.055
H: -3.13 -0.62 0.01  0.082
H: -2.69 -1.40 1.55  0.051
H: -3.64 -2.30 0.34  0.087
H: -0.74 -3.37 1.78  0.057
H: -0.23 -4.31 0.36  0.052
H: -1.96 -4.26 0.82  0.085
H: -2.31 -2.16 -2.48  0.068
H: -2.68 -3.68 -1.61  0.086
H: -1.07 -3.42 -2.36  0.052
H: 3.87 -0.76 2.30  0.080
H: 3.22 0.61 1.34  0.070
H: 4.01 -0.75 0.52  0.051
H: 1.77 -1.45 3.65  0.084
H: 0.11 -1.53 3.01  0.061
H: 0.95 0.04 3.11  0.057
H: 3.30 -3.15 1.62  0.081
H: 1.98 -3.67 0.55  0.015
H: 1.68 -3.49 2.29  0.071
H: 1.66 -2.67 -4.47  0.077
H: 1.50 -0.90 -4.29  0.071
H: 0.11 -1.94 -3.95  0.058
H: 2.20 -4.23 -2.97  0.077
H: 1.09 -4.28 -1.57  0.048
H: 2.84 -4.03 -1.32  0.067
H: 3.94 -1.84 -3.24  0.080
H: 4.09 -1.82 -1.45  0.058
H: 3.54 -0.36 -2.32  0.056
C: -0.17 0.74 -3.40  -0.325
C: 0.92 1.64 -3.26  0.018
C: 1.23 2.50 -4.31  0.023
C: 0.48 2.48 -5.49  0.056
C: -0.58 1.58 -5.61  0.027
C: -0.90 0.71 -4.58  0.057
O: -0.53 -0.10 -2.43  -0.245
H: 1.80 0.43 -0.89  -0.113
H: 1.51 1.65 -2.34  0.088
H: 2.05 3.20 -4.20  0.142
H: 0.73 3.16 -6.31  0.131
H: -1.17 1.54 -6.53  0.139
H: -1.72 0.01 -4.66  0.148
C: -3.36 0.39 6.87  -0.065
C: -1.88 0.33 6.56  -0.180
N: -1.48 1.21 5.41  -0.032
C: -0.46 2.23 5.69  -0.196
C: 0.87 1.63 6.12  -0.059
C: -1.95 0.87 4.17  -0.387
O: -2.68 -0.11 4.02  0.053
C: -1.50 1.59 2.90  -0.053
C: -1.40 2.96 2.63  0.048
C: -0.86 3.37 1.41  0.019
C: -0.40 2.44 0.49  -0.068
N: -0.52 1.12 0.73  -0.086
C: -1.10 0.72 1.89  -0.102
H: -3.64 1.41 7.14  0.088
H: -3.56 -0.26 7.73  0.090
H: -3.97 0.04 6.04  0.069
H: -1.33 0.64 7.46  0.120
H: -1.57 -0.71 6.33  0.129
H: -0.27 2.84 4.80  0.097
H: -0.86 2.91 6.47  0.141
H: 1.58 2.44 6.29  0.090
H: 1.26 0.99 5.32  0.059
H: 0.79 1.04 7.03  0.080
H: -1.72 3.67 3.37  0.141
H: -0.75 4.43 1.20  0.132
H: 0.09 2.74 -0.44  0.126
H: -1.15 -0.36 2.06  0.073

molar mass = 668.76 Da
multiplicity = 2
energy above the lowest of the compared OMol25 structures with the same formula, charge and spin = 646.07 kJ/mol
LUMO (alpha / beta) = -9.03 / -11.94 eV
total charge = +3

(4)
Molecular formula: C27H51FN3O5
Method: DFT, wB97M-V/def2-TZVPD

Each line ends with the Löwdin charge.
Atoms and positions in Å:
C: 4.79 0.40 0.19  -0.112
C: 5.43 1.72 0.59  -0.250
C: 4.43 2.72 1.18  -0.214
C: 3.51 3.34 0.11  -0.211
C: 2.28 4.04 0.67  -0.164
C: 1.10 3.15 1.16  -0.151
C: 1.29 1.64 0.96  -0.111
C: 0.03 0.76 1.11  -0.310
C: 0.41 -0.56 1.80  -0.092
C: 0.94 -0.45 3.22  -0.193
O: -0.09 0.07 4.07  -0.063
N: -1.06 1.44 1.91  0.137
C: -2.26 0.56 2.10  -0.042
C: -2.81 -0.06 0.80  -0.256
C: -4.09 0.66 0.35  -0.137
C: -4.79 -0.03 -0.84  -0.397
C: -6.30 -0.12 -0.55  -0.075
C: -4.55 0.69 -2.18  -0.056
N: -1.84 -0.25 -0.29  -0.039
C: -1.62 -1.65 -0.70  -0.163
C: -1.40 -1.80 -2.21  -0.166
C: -1.76 -3.21 -2.69  -0.183
C: -0.77 -4.33 -2.30  -0.178
C: 0.71 -3.91 -2.21  -0.153
C: 1.19 -3.43 -0.84  -0.191
O: 2.33 -4.18 -0.42  -0.017
C: 2.90 -3.66 0.71  -0.521
C: 4.36 -3.33 0.55  0.031
O: 2.28 -3.50 1.72  0.118
C: -0.58 0.48 -0.28  -0.153
C: -0.60 1.71 -1.21  -0.354
O: 0.24 1.86 -2.04  0.174
N: -1.70 2.63 -1.11  0.170
C: -1.80 3.49 -2.24  -0.525
O: -1.66 4.66 -2.23  0.207
F: -2.12 2.79 -3.32  0.152
H: 4.44 -0.14 1.07  0.060
H: 5.51 -0.25 -0.32  0.075
H: 3.94 0.54 -0.50  0.061
H: 6.19 1.51 1.35  0.109
H: 5.96 2.17 -0.25  0.115
H: 5.00 3.55 1.62  0.117
H: 3.86 2.24 1.98  0.099
H: 4.10 4.09 -0.41  0.122
H: 3.24 2.61 -0.65  0.098
H: 2.59 4.72 1.47  0.116
H: 1.88 4.69 -0.12  0.113
H: 0.96 3.33 2.23  0.116
H: 0.19 3.51 0.68  0.087
H: 1.68 1.43 -0.04  0.108
H: 2.05 1.30 1.66  0.094
H: -0.42 -1.26 1.80  0.127
H: 1.20 -1.03 1.21  0.126
H: 1.83 0.19 3.29  0.120
H: 1.23 -1.45 3.54  0.130
H: 0.29 0.33 4.91  0.109
H: -1.37 2.27 1.41  0.151
H: -0.72 1.73 2.83  0.168
H: -3.03 1.17 2.57  0.142
H: -1.99 -0.20 2.83  0.119
H: -3.14 -1.05 1.11  0.150
H: -3.91 1.73 0.16  0.112
H: -4.77 0.61 1.21  0.115
H: -4.40 -1.05 -0.90  0.116
H: -6.86 -0.35 -1.45  0.082
H: -6.65 0.84 -0.17  0.086
H: -6.52 -0.87 0.21  0.081
H: -5.44 1.24 -2.49  0.083
H: -3.72 1.39 -2.12  0.036
H: -4.33 -0.02 -2.97  0.078
H: -0.77 -2.04 -0.15  0.081
H: -2.50 -2.23 -0.44  0.123
H: -0.38 -1.52 -2.51  0.105
H: -2.06 -1.07 -2.69  0.111
H: -1.87 -3.20 -3.78  0.114
H: -2.76 -3.42 -2.30  0.109
H: -1.09 -4.81 -1.38  0.116
H: -0.83 -5.10 -3.07  0.109
H: 1.30 -4.80 -2.45  0.121
H: 0.95 -3.17 -2.97  0.115
H: 0.41 -3.52 -0.08  0.108
H: 1.47 -2.37 -0.90  0.119
H: 4.61 -3.12 -0.49  0.090
H: 4.59 -2.48 1.18  0.071
H: 4.97 -4.17 0.89  0.101
H: 0.16 -0.15 -0.79  0.150
H: -1.53 3.29 -0.34  0.123

SMILES string = CCCCCCC[C@@]1(CCO)[NH2+]C[C@@H](CC(C)C)N(CCCCCCOC(C)=O)[C@H]1C(=O)NC(=O)F
molar mass = 516.72 Da
LUMO = -2.68 eV
total charge = +1

(5)
Molecular formula: C27H51N4O5
Method: DFT, wB97M-V/def2-TZVPD

Each line ends with the Löwdin charge.
Atoms and positions in Å:
C: 6.75 -1.79 1.61  -0.118
C: 5.93 -1.22 0.45  -0.264
C: 5.64 0.27 0.57  -0.204
C: 4.36 0.61 1.35  -0.226
N: 4.01 -0.30 2.42  -0.018
C: 2.57 -0.42 2.63  -0.346
C: 1.98 -1.56 1.80  -0.074
C: 0.56 -1.12 1.43  -0.119
C: 0.19 -1.52 -0.04  -0.623
O: 0.48 -2.70 -0.30  -0.024
O: -0.30 -0.63 -0.77  -0.048
C: 0.53 0.35 1.75  -0.419
O: -0.38 1.14 1.62  0.058
N: 1.79 0.73 2.22  0.112
H: 7.82 -1.77 1.39  0.061
H: 6.46 -2.82 1.82  0.064
H: 6.59 -1.24 2.53  0.052
H: 4.99 -1.75 0.36  0.093
H: 6.47 -1.39 -0.48  0.101
H: 5.41 0.65 -0.43  0.091
H: 6.52 0.82 0.90  0.101
H: 3.55 0.56 0.63  0.107
H: 4.44 1.65 1.70  0.109
H: 4.52 -0.13 3.28  0.101
H: 2.43 -0.66 3.69  0.143
H: 1.97 -2.50 2.35  0.116
H: 2.55 -1.67 0.87  0.111
H: -0.17 -1.57 2.11  0.152
H: 1.77 1.48 2.90  0.141
C: -3.39 1.47 2.56  -0.029
C: -4.32 0.78 1.55  -0.471
C: -5.15 1.82 0.79  -0.132
C: -6.25 2.48 1.63  -0.179
C: -7.14 1.43 2.28  -0.139
C: -6.36 0.38 3.08  -0.499
N: -5.26 -0.18 2.23  -0.101
O: -5.71 -1.08 1.43  -0.026
C: -5.81 0.99 4.38  -0.040
C: -7.28 -0.76 3.50  -0.050
C: -3.44 0.01 0.58  -0.033
H: -2.42 1.67 2.11  0.054
H: -3.78 2.42 2.93  0.066
H: -3.20 0.82 3.42  0.089
H: -5.61 1.34 -0.08  0.123
H: -4.46 2.58 0.40  0.127
H: -5.81 3.13 2.39  0.098
H: -6.85 3.12 0.99  0.108
H: -7.87 1.90 2.95  0.119
H: -7.71 0.92 1.50  0.122
H: -5.15 0.29 4.88  0.090
H: -6.65 1.22 5.04  0.082
H: -5.27 1.92 4.22  0.057
H: -7.79 -1.20 2.64  0.076
H: -8.03 -0.37 4.19  0.082
H: -6.72 -1.55 4.00  0.090
H: -2.87 -0.77 1.09  0.095
H: -2.71 0.69 0.13  0.088
H: -4.02 -0.46 -0.21  0.080
C: 2.09 -1.77 -5.19  -0.041
C: 2.47 -1.46 -3.73  -0.468
C: 1.25 -1.61 -2.80  -0.121
C: 0.24 -0.48 -2.95  -0.197
C: 0.90 0.88 -2.80  -0.115
C: 2.11 1.09 -3.73  -0.489
N: 3.04 -0.08 -3.59  -0.092
O: 3.75 0.02 -2.52  -0.047
C: 1.65 1.27 -5.18  -0.045
C: 2.86 2.35 -3.34  -0.052
C: 3.54 -2.47 -3.32  -0.046
H: 2.25 -2.83 -5.39  0.074
H: 1.05 -1.55 -5.41  0.065
H: 2.71 -1.20 -5.89  0.078
H: 1.59 -1.63 -1.76  0.097
H: 0.78 -2.57 -3.00  0.132
H: -0.28 -0.55 -3.92  0.099
H: -0.53 -0.60 -2.18  0.049
H: 0.18 1.68 -2.99  0.125
H: 1.23 0.99 -1.76  0.118
H: 2.50 1.29 -5.85  0.083
H: 1.13 2.23 -5.26  0.081
H: 0.96 0.51 -5.52  0.056
H: 3.14 2.35 -2.29  0.072
H: 2.21 3.21 -3.51  0.081
H: 3.76 2.47 -3.94  0.084
H: 4.44 -2.36 -3.93  0.086
H: 3.14 -3.47 -3.46  0.085
H: 3.81 -2.36 -2.27  0.069

molar mass = 511.73 Da
multiplicity = 3
LUMO (alpha / beta) = 2.57 / 2.57 eV
total charge = -1

| no. | calculated total energy (eV) |
| --- | --- |
| 1 | -65984.8908 |
| 2 | -287202.2477 |
| 3 | -76666.2838 |
| 4 | -46245.9143 |
| 5 | -45022.5007 |